A structure of composition C9H26N4O3Rb. Source: OMol25; level of theory: ωB97M-V/def2-TZVPD.

Positions of all 43 atoms, in Å:
Rb1 0.57745 -0.79334 1.72144
C1 -1.93777 1.68551 0.26800
O1 -0.86728 1.43204 0.83269
N1 -2.15087 1.39308 -1.05613
N2 -2.97445 2.28047 0.89519
H1 -1.41034 1.00459 -1.60580
H2 -3.09158 1.23459 -1.36651
H3 -3.80345 2.57496 0.41898
H4 -2.89742 2.42690 1.88563
C2 2.33087 0.96759 -1.41806
C3 3.18666 2.01220 -0.68534
C4 3.54769 1.47763 0.71484
O2 2.48700 1.24408 1.63255
C5 1.96271 2.45806 2.16371
N3 4.40940 2.21453 -1.47249
H5 1.87558 1.41508 -2.30081
H6 1.56892 0.62217 -0.72322
H7 2.95958 0.13652 -1.74018
H8 2.64652 2.95569 -0.60347
H9 4.33058 2.10978 1.15233
H10 3.97801 0.47791 0.56658
H11 2.70209 3.06839 2.68746
H12 1.25244 2.22981 2.96439
H13 1.39401 3.00040 1.41041
H14 4.79035 1.29248 -1.67015
H15 5.13884 2.69071 -0.94655
C6 -1.91794 -2.99235 -2.18618
C7 -1.57374 -2.27914 -0.86505
C8 -1.79321 -3.17301 0.34649
O3 -1.75111 -2.48810 1.59824
C9 -3.03171 -2.21288 2.15819
N4 -0.14054 -1.78475 -0.95660
H16 -2.94911 -2.76712 -2.46517
H17 -1.75891 -4.07015 -2.18738
H18 -1.28716 -2.58921 -2.97769
H19 -2.21980 -1.41071 -0.74991
H20 -1.05913 -3.98210 0.41469
H21 -2.74123 -3.71593 0.26733
H22 -2.86030 -1.77945 3.13755
H23 -3.62870 -3.12092 2.25287
H24 -3.55944 -1.52012 1.49786
H25 -0.18331 -1.16646 -1.76087
H26 0.44980 -2.55942 -1.24985

Computed properties:
total charge	+1
ΔE to the lowest compared entry with this formula, charge and spin	23.9	kJ/mol



An isolated molecule of C3H7NO2P2. Source: OMol25; level of theory: ωB97M-V/def2-TZVPD.

Positions of all 15 atoms, in Å:
H1 1.69530 1.69089 -1.99417
N1 0.67608 1.30396 -1.76410
C1 0.58804 0.52483 -0.78043
O1 -0.56014 0.07965 -0.26569
P1 -1.95957 0.87515 -0.61355
P2 -3.00657 -0.51001 0.71744
C2 1.83505 0.11255 0.03557
C3 1.85374 -1.05393 1.01126
O2 2.77985 0.88687 0.03740
H2 -2.03813 0.00118 -1.70978
H3 -3.44787 0.38849 1.61078
H4 -4.13092 -0.36870 -0.10370
H5 1.57101 -0.76382 1.97493
H6 1.18812 -1.83806 0.74404
H7 2.95603 -1.32905 1.10001

Computed properties:
ΔE to the lowest compared entry with this formula, charge and spin	148.8	kJ/mol



A cluster of 5 separate species, CH12NO4 in total. Source: OMol25; level of theory: ωB97M-V/def2-TZVPD.

Positions of all 18 atoms, in Å:
C1 1.37669 1.46450 -2.07526
N1 1.32962 1.48280 -0.78256
H1 1.04845 0.52767 -2.51518
H2 1.75468 2.34168 -2.57070
H3 1.54357 2.38993 -0.38746
H4 0.50348 0.96144 -0.38496
H5 -0.31803 -3.37855 -3.09991
H6 -1.44954 -3.25304 -2.10918
O1 -0.49035 -3.22466 -2.16548
H7 0.48939 3.05437 2.45297
H8 -0.31941 3.76164 1.31320
O2 0.30493 3.06016 1.51020
H9 -0.85434 -2.73495 3.95928
H10 -1.94608 -2.40417 2.92668
O3 -1.04082 -2.71954 3.01727
H11 -1.15186 -0.67246 -0.27641
H12 -0.13792 -0.58640 0.91410
O4 -0.64246 -0.07043 0.27339

Computed properties:
total charge	+1
ΔE to the lowest compared entry with this formula, charge and spin	114.8	kJ/mol



A structure of composition C5H7BrN2. Source: OMol25; level of theory: ωB97M-V/def2-TZVPD.

Positions of all 15 atoms, in Å:
C1 0.38095 1.28642 0.39615
C2 -0.75510 1.02446 -0.28521
C3 0.79610 -1.44654 -0.25540
C4 -1.93988 1.94467 -0.17138
C5 1.56300 -2.55699 0.26201
N1 -1.00581 -0.11512 -0.99736
N2 -0.20355 -1.03575 -0.72676
Br1 2.18579 0.74102 0.06031
H1 0.40434 2.18468 0.99416
H2 -2.77209 1.49645 -0.70546
H3 -1.70389 2.91136 -0.61218
H4 -2.22532 2.10352 0.86716
H5 1.20936 -3.47552 -0.20377
H6 1.44606 -2.63936 1.34316
H7 2.62005 -2.42332 0.03458

Computed properties:
ΔE to the lowest compared entry with this formula, charge and spin	285.8	kJ/mol



A structure of composition C14H56F3HfN28O14. Source: OMol25; level of theory: ωB97M-V/def2-TZVPD.

Positions of all 116 atoms, in Å:
Hf1 -0.17142 -3.98181 6.81158
F1 1.00675 -3.07553 8.74550
F2 0.10018 -5.89397 8.16952
F3 -2.48433 -4.47169 6.33123
C1 -2.17841 -3.99616 9.86122
O1 -1.72375 -3.75145 8.78109
N1 -3.44450 -4.22969 9.96932
N2 -1.53513 -4.19895 10.99227
H1 -3.88409 -4.35534 10.86992
H2 -3.92556 -3.79055 9.19741
H3 -1.92079 -4.70482 11.77677
H4 -0.53481 -4.06351 10.95876
C2 3.22007 -5.06531 6.80210
O2 2.13594 -4.86525 6.27064
N3 3.60686 -4.50208 7.90143
N4 4.07908 -5.87658 6.24730
H5 4.47848 -4.83298 8.28988
H6 3.06125 -3.74045 8.27869
H7 3.91013 -6.23690 5.31901
H8 4.93494 -6.11036 6.72994
C3 0.47670 -0.90160 12.31296
O3 1.66197 -1.21573 12.43431
N5 -0.19445 -1.38706 11.29861
N6 -0.33202 -0.20697 13.07748
H9 -1.17734 -1.37828 11.53089
H10 0.28830 -1.88695 10.56570
H11 -1.26140 -0.07034 12.70643
H12 -0.07402 0.22501 13.95323
C4 4.02040 -1.70507 10.10949
O4 5.19778 -1.56452 9.72458
N7 3.15887 -0.69549 10.04004
N8 3.32256 -2.76573 10.42884
H13 2.30132 -0.68555 10.57352
H14 3.49136 0.06989 9.47105
H15 3.59468 -3.73530 10.50616
H16 2.35292 -2.48354 10.41260
C5 -4.70118 -7.48799 4.50994
O5 -4.72107 -8.08979 3.54090
N9 -5.65197 -7.58067 5.43654
N10 -3.67085 -6.93054 5.04532
H17 -6.46243 -8.14360 5.22120
H18 -5.37193 -7.20514 6.33133
H19 -3.72131 -6.32412 5.85142
H20 -2.76059 -6.96491 4.60903
C6 -1.65282 -0.73083 7.65326
O6 -1.12675 -1.71876 7.08424
N11 -0.97684 0.38363 7.93880
N12 -2.96075 -0.54253 7.88104
H21 -1.45794 1.11143 8.44766
H22 0.03103 0.31860 7.93050
H23 -3.63516 -1.27742 7.72228
H24 -3.12922 0.38965 8.23140
C7 -3.16344 -8.08450 8.66982
O7 -4.38179 -8.24729 8.65395
N13 -2.48546 -8.05072 9.75232
N14 -2.52259 -8.00036 7.57994
H25 -1.48382 -7.93108 9.70224
H26 -2.90212 -8.06527 10.67226
H27 -3.03508 -8.13447 6.72002
H28 -1.52960 -7.81804 7.60898
C8 -3.10946 1.41535 4.27313
O8 -3.53764 2.54870 4.49800
N15 -3.74403 0.39724 3.95076
N16 -1.87015 1.17325 4.59187
H29 -4.74984 0.46518 4.01266
H30 -3.24467 -0.46477 3.78434
H31 -1.43341 2.01617 4.93663
H32 -1.47240 0.24767 4.66386
C9 -0.27434 -7.02512 5.16931
O9 -0.16714 -5.78153 5.31837
N17 0.15458 -7.86468 6.06895
N18 -0.79210 -7.62416 4.09856
H33 0.02456 -8.82275 5.77691
H34 0.45294 -7.52158 6.97082
H35 -0.92131 -7.05841 3.27192
H36 -0.53742 -8.59485 3.98463
C10 3.30128 -5.48068 2.90991
O10 2.43373 -4.62549 2.74349
N19 3.07263 -6.62322 3.34003
N20 4.53986 -5.19714 2.86633
H37 3.83343 -7.22139 3.62897
H38 2.11456 -6.90301 3.49463
H39 4.93945 -4.31318 2.58518
H40 5.08747 -6.02958 3.03147
C11 2.25495 -1.60165 5.62956
O11 1.28657 -2.25931 5.95787
N21 2.78129 -1.60613 4.48908
N22 3.06498 -0.99124 6.48589
H41 3.64349 -1.10883 4.31757
H42 2.21868 -1.90346 3.70476
H43 3.87905 -0.47994 6.17610
H44 2.78835 -0.77656 7.43325
C12 1.77100 -6.99472 11.08621
O12 2.48185 -7.62231 11.87681
N23 0.44004 -6.95029 11.08038
N24 2.27660 -6.31070 10.12993
H45 -0.08403 -6.16560 10.72024
H46 0.04466 -7.64314 11.69985
H47 1.66718 -5.88084 9.44881
H48 3.27886 -6.22751 10.03683
C13 -6.04439 -4.55728 6.66249
O13 -7.21029 -4.53372 6.90604
N25 -5.10740 -5.10472 7.35599
N26 -5.57328 -3.98086 5.64731
H49 -5.24442 -5.59979 8.22561
H50 -4.15023 -4.81769 7.20930
H51 -6.12852 -3.28438 5.17113
H52 -4.57614 -4.07075 5.51421
C14 -1.48935 -2.68390 3.81645
O14 -0.75023 -3.21503 4.63805
N27 -1.13075 -1.79073 2.96549
N28 -2.77976 -2.85663 3.88411
H53 -1.82305 -1.52811 2.27857
H54 -0.16217 -1.59072 2.76069
H55 -3.14260 -3.65340 4.38770
H56 -3.19490 -2.46379 3.05139

Computed properties:
total charge	+1
total energy	-3501.56728	Eh



A structure of composition C12H18AlF4O3. Source: OMol25; level of theory: ωB97M-V/def2-TZVPD.

Positions of all 38 atoms, in Å:
C1 -0.29097 -3.87443 -0.68501
O1 -1.73855 -3.96097 -0.43688
C2 -2.46852 -2.79850 -0.96591
C3 -1.78163 -1.34020 -0.61656
C4 -0.89045 -0.74503 -1.90070
C5 0.04033 0.52632 -1.40720
C6 0.05069 1.86672 -2.40029
C7 0.94579 3.15387 -1.88666
C8 1.77507 3.09092 -0.45768
C9 2.66535 4.38046 0.04593
C10 1.79598 1.75139 0.51148
C11 0.91333 0.45812 0.01627
O2 -2.92875 -0.38109 -0.48696
C12 -2.79766 0.42296 0.73925
O3 -3.48078 1.72692 0.44711
H1 0.00105 -3.66922 -1.81046
H2 0.23261 -3.14327 0.07905
H3 0.15275 -4.95483 -0.43898
H4 -3.52712 -2.79525 -0.41412
H5 -2.71446 -2.84965 -2.11406
H6 -1.14205 -1.40045 0.37617
H7 -1.71250 -0.36452 -2.67570
H8 -0.26877 -1.57852 -2.44239
H9 -0.56448 1.83923 -3.39564
H10 0.94897 4.10095 -2.59356
H11 2.91738 5.02441 -0.89824
H12 3.64104 3.92083 0.55616
H13 2.10975 5.03899 0.83799
H14 2.39690 1.74828 1.51853
H15 0.87194 -0.52452 0.65121
H16 -3.41816 -0.04689 1.63416
H17 -1.68529 0.64650 1.04173
H18 -2.77974 2.43666 0.34694
F1 2.03534 -1.85648 5.54300
Al1 2.54621 -1.54125 3.84498
F2 3.85672 -2.68948 3.38939
F3 3.15296 0.14860 3.70454
F4 1.13973 -1.76756 2.74311

Computed properties:
total charge	-1
total energy	-1335.64825	Eh